Entry from OMol25: a 2-piece molecular cluster, CHCl2NO overall at a distorted geometry (ωB97M-V/def2-TZVPD).

The geometry in XYZ format:
```
6
CHCl2NO ωB97M-V/def2-TZVPD
C -0.94 0.07 -0.02
N 0.11 0.67 0.21
O 1.46 -0.63 0.39
Cl -2.38 0.99 -0.19
Cl 2.83 -0.09 -0.26
H -1.08 -1.00 -0.14
```

* spin multiplicity: 1
* HOMO-LUMO gap (alpha / beta): 8.52 / 8.49 eV
* energy relative to the best compared isomer or geometry (same formula, charge and spin): 257.9 kJ/mol
* LUMO level (alpha / beta): -1.54 / -1.55 eV